Entry 1:
ORCA calculation (wB97M-V/def2-TZVPD) on a molecular structure, C29H26MnN9O2S.

Calculated values
**M**: 619.59 g mol⁻¹
**Total energy**: -3312.6923 Eh
**LUMO (alpha / beta)**: -5.639 / -6.842 eV
**E_HOMO (alpha / beta)**: -12.369 / -12.501 eV
**Total charge**: +2
**2S+1**: 5
**Max |F|**: 0.5 eV Å⁻¹

Last column: Mulliken charge in e.
Positions of all 68 atoms, in Å:
1 Mn 0.540 1.087 -1.168  0.4910
2 C 5.970 -6.295 -5.983  -0.8643
3 O 5.178 -5.848 -4.879  -0.4013
4 C 5.707 -4.963 -4.031  0.8640
5 C 4.889 -4.620 -2.938  -0.8970
6 C 5.325 -3.717 -2.005  -0.0828
7 C 6.592 -3.136 -2.151  -0.2345
8 C 7.423 -3.516 -3.204  -0.3552
9 C 6.983 -4.409 -4.161  -0.3574
10 N 7.181 -2.218 -1.257  -0.4856
11 N 6.536 -1.612 -0.409  -0.1981
12 C 5.246 -1.212 -0.317  -0.1248
13 C 4.664 -1.229 0.971  -0.4676
14 C 3.383 -0.806 1.196  -0.9930
15 C 2.621 -0.255 0.137  0.8384
16 O 1.434 0.166 0.286  -0.5785
17 C 3.245 -0.138 -1.178  0.8531
18 N 2.493 0.465 -2.126  -0.1957
19 C 3.007 0.623 -3.331  -0.2880
20 C 4.303 0.208 -3.661  -1.2249
21 C 5.075 -0.397 -2.703  -0.5655
22 C 4.541 -0.600 -1.419  0.5110
23 H 5.343 -6.992 -6.529  0.2354
24 H 6.865 -6.806 -5.628  0.3743
25 H 6.241 -5.459 -6.628  0.3610
26 H 3.932 -5.112 -2.843  0.4676
27 H 4.709 -3.494 -1.144  0.5054
28 H 8.418 -3.095 -3.257  0.4932
29 H 7.635 -4.686 -4.975  0.4572
30 H 5.268 -1.615 1.781  0.5116
31 H 2.941 -0.854 2.181  0.5093
32 H 2.380 1.118 -4.064  0.5044
33 H 4.683 0.383 -4.657  0.4505
34 H 6.087 -0.702 -2.933  0.6711
35 C -0.964 3.450 -4.481  -0.8628
36 C -1.827 2.559 -5.094  -0.5617
37 C -1.991 1.291 -4.556  -0.9242
38 C -1.284 0.949 -3.417  0.5747
39 N -0.447 1.821 -2.818  0.6584
40 C -0.290 3.041 -3.343  -0.2465
41 C -1.393 -0.381 -2.755  0.8557
42 C -2.138 -1.431 -3.263  -1.0926
43 C -2.187 -2.624 -2.556  -0.4518
44 C -1.490 -2.740 -1.365  -0.9548
45 C -0.751 -1.654 -0.928  -0.3069
46 N -0.705 -0.505 -1.605  0.2782
47 H -0.806 4.446 -4.869  0.4609
48 H -2.372 2.844 -5.984  0.4612
49 H -2.663 0.587 -5.023  0.4170
50 H 0.406 3.687 -2.824  0.4277
51 H -2.675 -1.333 -4.194  0.4202
52 H -2.767 -3.454 -2.936  0.4661
53 H -1.509 -3.650 -0.784  0.4546
54 H -0.171 -1.685 -0.015  0.6366
55 C -2.901 4.237 1.900  -1.2333
56 C -1.536 4.438 1.362  0.8813
57 N -0.828 5.514 1.460  -0.7442
58 N 0.352 5.214 0.836  0.2222
59 C 0.404 3.977 0.346  0.4449
60 S 1.677 3.213 -0.453  -0.4725
61 N -0.820 3.469 0.676  0.2887
62 N -1.192 2.161 0.373  -0.6521
63 H -3.272 5.191 2.265  0.3574
64 H -2.893 3.527 2.728  0.3036
65 H -3.585 3.871 1.134  0.3281
66 H 1.089 5.899 0.797  0.1802
67 H -2.133 2.155 -0.004  0.2816
68 H -1.168 1.600 1.221  0.3194



Entry 2:
ORCA calculation (wB97M-V/def2-TZVPD) on 2 unconnected molecules or ions with the total composition C2H3Cl2N.

Calculated values
**M**: 111.96 g mol⁻¹
**Total energy**: -1053.0532 Eh
**LUMO**: 0.378 eV
**SMILES string**: Cl[C@@H]1C=N1.Cl
**E_HOMO**: -10.047 eV
**Max |F|**: 2.1 eV Å⁻¹

Last column: Mulliken charge in e.
Positions of all 8 atoms, in Å:
1 C 0.840 -2.031 0.136  0.2518
2 C 1.378 -0.803 0.632  -0.1880
3 N 0.203 -1.071 0.993  -0.4170
4 Cl 1.334 -3.447 0.956  -0.2028
5 Cl 0.206 3.753 -0.639  -0.2128
6 H 0.520 -1.948 -0.892  0.2999
7 H 2.056 0.011 0.435  0.2574
8 H 1.169 3.066 -0.997  0.2116



Q: Which formula does entry 2 have?
A: C2H3Cl2N



Q: Among the records above, which one has the lowest M?
A: C2H3Cl2N



Q: What is the formula in the second record?
A: C2H3Cl2N